The following is a quantum chemistry calculation of a molecular structure, C35H39N3OPtS2Te, from OMol25.

Geometry as ORCA input:
```
! wB97M-V def2-TZVPD RIJCOSX def2/J DEFGRID3
* xyz 3 2
Pt -0.00442 -1.06488 -0.00918
C 2.20826 -2.55754 -1.92397
S 2.17158 -1.57306 -0.42111
C 2.79616 -2.78314 0.75484
H 1.62916 -3.47358 -1.82535
H 3.25618 -2.78032 -2.11813
H 1.81365 -1.93884 -2.72716
H 3.86411 -2.86650 0.55854
H 2.33200 -3.75910 0.63967
H 2.64427 -2.39120 1.75843
C -5.05455 -0.85677 1.84633
C -4.36489 0.21197 0.98669
C -2.99510 -0.16447 0.66149
N -1.92385 -0.48802 0.42336
H -6.07852 -0.54327 2.03427
H -4.55030 -0.97700 2.80321
H -5.07903 -1.81608 1.33284
H -4.32346 1.17842 1.49294
H -4.88771 0.36426 0.03967
C 4.90067 7.72442 3.86040
C 4.13546 6.53577 3.36332
C 3.81282 6.39746 2.01783
C 3.14453 5.28727 1.51716
C 2.85032 5.22882 0.04435
C 2.76487 4.31685 2.44969
Te 1.86346 2.48421 1.96954
N 0.50283 0.82433 0.02314
C 0.44621 2.00766 -0.43396
O 0.92048 3.02475 0.30789
C -0.07630 2.38317 -1.75638
C -0.43709 1.40088 -2.68217
C -0.89617 1.77174 -3.93103
C -1.00289 3.11996 -4.25876
C -0.65034 4.09635 -3.33826
C -0.18157 3.73466 -2.08568
C 0.15133 2.42539 3.14435
C -0.08752 1.17506 3.72116
C -1.16376 1.00957 4.57095
C -1.99307 2.09701 4.82562
C -1.75408 3.32441 4.22940
C -0.67512 3.53114 3.36788
C -0.48319 4.89615 2.76714
C 3.08738 4.38989 3.81367
C 2.73417 3.32513 4.82056
C 3.76559 5.51902 4.24087
H 5.01436 8.48058 3.08738
H 5.89610 7.41811 4.18643
H 4.40288 8.17677 4.71826
H 4.10322 7.17668 1.32332
H 3.56523 5.84178 -0.50010
H 1.85192 5.61802 -0.16954
H 2.91421 4.22221 -0.36693
H -0.34188 0.35064 -2.43248
H -1.16300 1.01665 -4.65798
H -1.35678 3.40809 -5.23950
H -0.73501 5.14246 -3.59792
H 0.09624 4.49557 -1.37033
H 0.58359 0.34329 3.53259
H -1.34541 0.05497 5.04565
H -2.83215 1.98832 5.50034
H -2.41439 4.15715 4.43947
H -1.43908 5.27803 2.40924
H 0.21174 4.91327 1.93119
H -0.11479 5.59601 3.51952
H 2.85183 2.29989 4.44065
H 1.70743 3.42719 5.17567
H 3.39793 3.39330 5.67966
H 4.02187 5.60299 5.29085
S -0.98480 -5.41359 0.80091
C -0.23842 -3.90449 0.91475
N -0.62050 -3.00562 0.03689
C -1.58751 -3.52163 -0.83444
C -2.18468 -2.86774 -1.91497
C -3.10480 -3.56584 -2.66446
C -3.43385 -4.89800 -2.36490
C -2.83801 -5.55703 -1.31374
C -1.90670 -4.84975 -0.55157
H 0.47618 -3.69047 1.69435
H -1.91740 -1.85005 -2.17132
H -3.57950 -3.08441 -3.50866
H -4.15646 -5.41765 -2.97873
H -3.07675 -6.58785 -1.09024
*
```

Properties
⟨S²⟩ = 0.762
calculated total energy = -2779.40143 Ha
HOMO-LUMO gap (spin up / spin down) = 0.279 / 0.195 hartree
ΔE to the lowest compared entry with this formula, charge and spin = 0.0 kcal per mole